No. 1
Density functional theory data (wB97M-V/def2-TZVPD) for a 2-piece molecular cluster, C6H13ClN2 overall in a non-equilibrium geometry.

Each line ends with the Mulliken charge.
Cartesian coordinates (Å):
C  -1.6446  -0.1597  -0.0365  -0.0957
C  -0.3335  -0.0472  0.0836  0.1276
C  -2.8890  0.7101  -0.2220  -0.8945
C  -2.5268  -1.3849  -0.0008  -0.7079
C  3.5235  0.0841  1.1208  -1.0727
C  2.9710  -0.4238  -0.1210  0.7572
N  -3.7407  -0.5165  -0.1290  -0.0530
N  3.6984  -0.9082  -1.0585  -0.2226
Cl  0.2334  1.6664  0.0089  -0.0100
H  -3.1063  1.4315  0.5681  0.3770
H  -2.9808  1.1975  -1.1953  0.3629
H  -2.4071  -2.0696  -0.8409  0.3052
H  -2.5014  -1.9545  0.9274  0.3245
H  4.6100  0.1429  1.1260  0.4033
H  3.2007  -0.5917  1.9225  0.3248
H  3.0936  1.0475  1.3922  0.3134
H  1.8772  -0.4752  -0.2182  0.1750
H  -4.3560  -0.5361  0.6895  0.3648
H  -4.3201  -0.6981  -0.9540  0.3593
H  -0.6823  2.5440  -0.2732  0.3002
H  3.3100  -1.3215  -1.9030  0.2805
H  4.7193  -0.9179  -0.9886  0.2806

## Properties
frontier orbital gap	9.655	eV
net charge	+2
E_HOMO	-16.5	eV
E_LUMO	-0.2523	hartree

No. 2
Density functional theory data (wB97M-V/def2-TZVPD) for one molecule with the formula C13H18O4.

Each line ends with the Mulliken charge.
Cartesian coordinates (Å):
C  -1.6306  4.1042  -1.9428  -0.7902
C  -0.8735  3.6853  -0.9473  0.0667
C  -1.3922  3.2675  0.3975  -1.2629
C  -1.0402  1.8239  0.6430  0.1533
C  -1.8908  0.8112  0.2404  -0.8177
C  -1.5458  -0.5176  0.4306  -0.4930
C  -0.3381  -0.8606  1.0127  0.8086
C  0.5394  0.1666  1.4208  0.7270
C  0.1745  1.4892  1.2332  -0.3514
H  0.8372  2.2835  1.5402  0.4084
O  1.7145  -0.2490  1.9720  -0.4202
C  2.6054  0.7223  2.4590  -0.9812
H  2.1470  1.3340  3.2429  0.3783
H  3.4423  0.1676  2.8803  0.2395
H  2.9721  1.3740  1.6581  0.3786
O  0.0681  -2.1389  1.3001  -0.4420
C  -0.2700  -3.1963  0.4376  -0.6804
C  0.7526  -3.3602  -0.7090  0.2614
O  0.5196  -4.5603  -1.4065  -0.5504
H  -0.1381  -4.3981  -2.0935  0.3810
C  0.7363  -2.1530  -1.6607  -0.5390
O  1.4223  -2.4168  -2.8582  -0.5414
H  2.2970  -2.7626  -2.6464  0.3521
H  -0.2910  -1.9208  -1.9596  0.3192
H  1.1543  -1.2759  -1.1483  0.2823
H  1.7499  -3.4633  -0.2632  0.3080
H  -1.2776  -3.0952  0.0195  0.2541
H  -0.2394  -4.1018  1.0504  0.2702
H  -2.2415  -1.2848  0.1276  0.3263
H  -2.8360  1.0533  -0.2210  0.3804
H  -0.9351  3.8933  1.1686  0.3608
H  -2.4740  3.4023  0.4332  0.4137
H  0.1983  3.6003  -1.0710  0.2879
H  -1.2167  4.3851  -2.8962  0.2631
H  -2.7005  4.1915  -1.8440  0.2488

## Properties
SMILES	C=CCc1ccc(OC[C@@H](O)CO)c(OC)c1
frontier orbital gap	8.861	eV
net charge	0
E_HOMO	-8.1	eV
E_LUMO	0.0272	hartree

No. 3
Density functional theory data (wB97M-V/def2-TZVPD) for C22H33As3Cl4N2O2Pd as an isolated structure.

Each line ends with the Mulliken charge.
Cartesian coordinates (Å):
Pd  0.0908  -0.5826  -0.7825  -0.4284
C  -2.2046  -0.8480  3.3855  -1.5099
As  -1.0744  -0.9465  1.7289  0.9201
C  0.0027  -2.4384  2.4117  -1.1319
C  -0.0112  0.6303  2.3084  -1.3965
C  1.3299  0.9083  1.6190  4.0809
C  2.3835  -0.1086  2.0561  -1.6394
C  1.1894  0.9072  0.0782  -2.1109
As  1.9874  -2.0049  -0.8792  0.2694
C  3.4177  -0.8979  -1.6989  -1.1611
C  1.6179  -3.0038  -2.5335  -1.1472
C  1.7990  2.3380  1.9930  -2.1184
As  2.4090  2.9860  3.7593  0.3004
C  4.1836  2.1437  3.8697  -1.1529
C  1.5541  1.8552  5.1211  -1.1084
H  -1.5967  -0.8893  4.2947  0.3146
H  -2.9123  -1.6792  3.3863  0.4590
H  -2.7690  0.0879  3.3760  0.3510
H  0.6049  -2.1444  3.2731  0.2585
H  0.6479  -2.8102  1.6178  0.1914
H  -0.6902  -3.2278  2.7088  0.4602
H  0.1128  0.5636  3.3918  0.2477
H  -0.6907  1.4698  2.1092  0.5156
H  2.1781  -1.0891  1.6328  -0.0225
H  2.4206  -0.2106  3.1462  0.0184
H  3.3754  0.1976  1.7089  0.4209
H  2.1879  1.0388  -0.3493  0.4448
H  0.6199  1.8026  -0.2078  0.4885
H  3.0091  -0.2756  -2.4969  0.2320
H  4.1788  -1.5635  -2.1150  0.4547
H  3.8863  -0.2597  -0.9492  0.2886
H  2.5019  -3.6025  -2.7719  0.5462
H  1.3779  -2.3260  -3.3526  0.1846
H  0.7668  -3.6625  -2.3668  0.2174
H  1.0148  3.0441  1.7075  0.5297
H  2.6642  2.5885  1.3667  0.5350
H  4.7946  2.4774  3.0302  0.3237
H  4.1196  1.0572  3.8495  0.2992
H  4.6634  2.4653  4.7956  0.3896
H  0.4781  2.0200  5.1338  0.2932
H  1.9648  2.1562  6.0865  0.3905
H  1.7503  0.7962  4.9587  0.2660
Cl  -4.5466  -4.2838  -4.6933  -0.2755
C  -3.2636  -3.1475  -4.3648  0.3259
C  -2.8075  -2.3024  -5.3482  0.1499
Cl  -3.5017  -2.3509  -6.9490  -0.2757
C  -1.7673  -1.4010  -5.0514  0.3135
Cl  -1.1642  -0.3260  -6.2939  -0.2838
C  -1.1491  -1.3031  -3.7906  -0.1839
O  -0.1735  -0.5192  -3.5535  -0.9595
C  -1.6650  -2.1860  -2.7335  -0.0866
O  -1.1915  -2.1429  -1.5349  -0.4655
C  -2.6879  -3.0770  -3.0785  0.2741
Cl  -3.2718  -4.1312  -1.8108  -0.2705
N  -0.4470  2.1121  -2.6840  -0.1698
C  -1.5845  2.0998  -1.9321  0.0811
C  -2.5194  3.1534  -2.0226  -1.1007
C  -3.6853  3.0839  -1.3012  -0.1134
C  -3.9205  1.9746  -0.4912  -1.1673
C  -2.9313  1.0120  -0.4322  -0.6063
N  -1.7766  1.0688  -1.0960  0.6616
H  -0.5190  2.6945  -3.5032  0.3241
H  -0.1415  1.1595  -2.9316  0.2928
H  -2.3146  3.9863  -2.6844  0.3319
H  -4.4190  3.8790  -1.3784  0.3689
H  -4.8345  1.8562  0.0738  0.4092
H  -3.0512  0.1279  0.1844  0.6613

## Properties
frontier orbital gap	5.097	eV
net charge	-2
E_HOMO	-0.7	eV
E_LUMO	0.1622	hartree

No. 4
Density functional theory data (wB97M-V/def2-TZVPD) for C42H42ClO8P2S3W as an isolated structure.

Each line ends with the Mulliken charge.
Cartesian coordinates (Å):
W  -0.1089  0.0787  0.7831  2.5040
O  -1.4879  -1.4262  4.0789  -0.5742
C  -1.0099  -0.4405  3.6286  -0.5478
O  -0.0966  -0.5479  2.5710  0.4314
C  -1.1894  0.9466  4.2233  0.0594
C  0.1608  1.5659  4.6793  -0.0987
C  -0.1193  2.5966  5.7715  -0.8198
C  -0.7754  3.7293  4.9386  -1.0720
C  -0.6519  3.1765  3.5157  -0.2567
O  0.5345  2.3692  3.5593  -0.3768
C  -1.7202  2.0949  3.2785  0.1112
C  -1.6508  1.5857  1.8835  -1.1337
O  -2.1279  0.4550  1.5764  -0.4995
O  -0.8358  2.0667  1.0186  -0.2694
H  -1.8632  0.7962  5.0609  0.7660
H  0.9393  0.8400  4.8932  0.2823
H  -0.7571  2.2080  6.5633  0.3891
H  0.8168  2.9273  6.2163  0.3882
H  -1.8127  3.9191  5.2139  0.3653
H  -0.2278  4.6635  5.0328  0.3584
H  -0.5676  3.9115  2.7221  0.8250
H  -2.7374  2.3865  3.5368  0.7293
C  3.7331  3.4180  -3.5863  -1.4747
C  2.8169  2.6489  -2.6701  0.5056
O  2.7349  3.3776  -1.4093  -0.3798
P  1.5000  3.3455  -0.4406  0.6182
S  1.5485  4.5812  0.9803  -0.2813
S  1.7211  1.2136  0.1202  -0.6853
O  0.2090  3.2040  -1.3429  0.3607
C  -0.5856  4.3898  -1.6902  -0.4470
C  0.1605  5.2893  -2.6412  -1.3187
H  3.8423  2.8739  -4.5262  0.3928
H  4.7182  3.5359  -3.1371  0.3560
H  3.3274  4.4057  -3.8033  0.3331
H  3.2074  1.6546  -2.4412  0.3686
H  1.8154  2.5481  -3.0787  -0.1018
H  -0.8483  4.8969  -0.7641  0.4569
H  -1.4819  3.9726  -2.1454  0.1989
H  1.0528  5.7119  -2.1780  0.3269
H  -0.4938  6.1173  -2.9209  0.5011
H  0.4447  4.7555  -3.5502  0.2500
Cl  -2.2884  -2.4214  1.0760  -0.1082
C  -2.1046  -3.1160  -0.5021  0.3384
C  -2.3914  -4.4576  -0.6817  -0.4435
C  -2.2341  -5.0174  -1.9418  -0.6952
C  -1.7974  -4.2415  -3.0041  -0.8436
C  -1.5196  -2.8967  -2.8146  -0.8169
C  -1.6671  -2.3149  -1.5559  0.2306
P  -1.4205  -0.5346  -1.3335  1.9116
C  -3.0438  0.2415  -1.3988  0.6336
C  -3.1223  1.6273  -1.2369  -0.1570
C  -4.3488  2.2625  -1.3094  -0.8379
C  -5.5021  1.5167  -1.5290  -0.8320
C  -5.4262  0.1416  -1.6818  -0.7807
C  -4.1976  -0.5026  -1.6181  -1.0548
C  -0.4837  -0.0177  -2.8018  0.5838
C  0.7945  -0.5475  -2.9936  -0.2520
C  1.5093  -0.2420  -4.1375  -0.9646
C  0.9577  0.6043  -5.0935  -0.6170
C  -0.3060  1.1391  -4.9032  -0.7908
C  -1.0350  0.8271  -3.7619  -0.6423
H  -2.7399  -5.0496  0.1551  0.5241
H  -2.4650  -6.0643  -2.0923  0.4784
H  -1.6848  -4.6776  -3.9879  0.4574
H  -1.1944  -2.2963  -3.6538  0.5520
H  -2.2228  2.1994  -1.0603  0.1244
H  -4.4119  3.3374  -1.1923  0.5138
H  -6.4631  2.0121  -1.5798  0.4324
H  -6.3248  -0.4365  -1.8540  0.4617
H  -4.1481  -1.5772  -1.7445  0.4348
H  1.2176  -1.2195  -2.2546  0.2772
H  2.4926  -0.6686  -4.2924  0.4924
H  1.5125  0.8359  -5.9949  0.4545
H  -0.7410  1.7853  -5.6550  0.4682
H  -2.0324  1.2219  -3.6382  0.5615
O  0.8915  -1.5811  0.2210  -0.0130
S  2.3660  -2.0516  0.5584  0.0555
C  2.4512  -2.1125  2.3149  0.6383
C  3.2115  -1.1043  2.9015  -0.1963
C  3.2512  -1.0184  4.2862  -0.7909
C  2.5362  -1.9280  5.0514  -0.4254
C  1.7806  -2.9307  4.4489  -0.8413
C  1.7360  -3.0349  3.0719  -0.2923
C  2.3175  -3.7263  0.0210  0.8327
C  3.5300  -4.2657  -0.3910  -0.8409
C  3.5568  -5.5906  -0.8002  -0.7900
C  2.3864  -6.3362  -0.8101  -0.6197
C  1.1799  -5.7714  -0.4126  -1.0669
C  1.1349  -4.4554  0.0148  0.1908
H  3.7619  -0.3996  2.2866  0.4560
H  3.8438  -0.2483  4.7624  0.4697
H  2.5760  -1.8673  6.1316  0.4544
H  1.2289  -3.6345  5.0572  0.4527
H  1.1460  -3.8113  2.6024  0.3882
H  4.4337  -3.6652  -0.3945  0.5118
H  4.4897  -6.0342  -1.1221  0.4407
H  2.4113  -7.3681  -1.1368  0.4460
H  0.2721  -6.3621  -0.4343  0.4881
H  0.2054  -3.9979  0.3192  0.4165

## Properties
2S+1	2
⟨S²⟩	0.758
frontier orbital gap (spin up / spin down)	7.160 / 7.455	eV
net charge	+2
E_HOMO (spin up / spin down)	-13.8 / -13.9	eV
E_LUMO (spin up / spin down)	-0.2454 / -0.2366	hartree

Going through the records in order, we get energy above the lowest of the compared OMol25 structures with the same formula, charge and spin values of 0.0, 61.7, 0.0, 117.6 kJ/mol.